Record 1
Density functional theory data (the ωB97M-V functional and the def2-TZVPD basis) for a structure of composition C29H48ClF6OPPm.

Properties
- Energy relative to the best compared isomer or geometry (same formula, charge and spin): 0.00 kcal/mol
- Kohn-Sham gap: 5.1 eV
- Energy: -3218.296944 Eh
- Spin multiplicity: 5
- Net charge: -1

```
87
C29H48ClF6OPPm, DFT the ωB97M-V functional and the def2-TZVPD basis
Pm -0.00493 0.71640 0.50503
Cl -2.29330 1.80516 -0.24165
P 0.03681 0.36192 -2.43306
C -0.31096 0.88695 2.66176
H 0.52645 1.16662 3.31630
H -1.29475 1.26778 2.97900
C 1.44507 -0.57647 -3.21498
C 0.12367 2.20474 -2.86696
C 2.78707 0.01008 -2.74960
H 1.33271 -1.57454 -2.74964
C 3.94502 -0.89825 -3.16851
H 2.93022 1.01046 -3.18794
H 2.79227 0.15096 -1.66042
C 3.92875 -1.22901 -4.66596
H 4.89642 -0.42230 -2.89864
H 3.88050 -1.83004 -2.58894
C 2.55656 -1.69157 -5.16787
H 4.23466 -0.33825 -5.22832
H 4.67278 -2.00582 -4.87400
C 1.40826 -0.77063 -4.73145
H 2.56286 -1.76892 -6.26061
H 2.35404 -2.69517 -4.77133
H 1.50702 0.20176 -5.23523
H 0.44619 -1.19679 -5.05237
C -1.58033 -0.30879 -3.08550
C 0.71866 2.48291 -4.24463
H -0.94556 2.48913 -2.86690
C 0.59361 3.97086 -4.58967
H 1.78031 2.19089 -4.25520
H 0.20614 1.88443 -5.01312
C 1.27029 4.86307 -3.54336
H 1.03234 4.14994 -5.57784
H -0.47327 4.22721 -4.64916
C 0.82968 4.54402 -2.10966
H 2.36036 4.75310 -3.62527
H 1.04129 5.91206 -3.76566
C 0.81739 3.03980 -1.75865
H 1.47440 5.07898 -1.39857
H -0.19128 4.92850 -1.96360
H 1.84755 2.68080 -1.59165
H 0.26118 2.94803 -0.80435
C -1.63120 -1.84014 -2.98734
H -2.29472 0.11242 -2.35129
C -3.00069 -2.38538 -3.41578
H -0.84912 -2.28369 -3.62230
H -1.41400 -2.16154 -1.95804
C -3.46978 -1.84102 -4.77067
H -2.96292 -3.48098 -3.44822
H -3.73708 -2.11288 -2.64801
C -3.35222 -0.31879 -4.88028
H -2.87337 -2.30574 -5.56531
H -4.51051 -2.13886 -4.94177
C -1.97422 0.21803 -4.46773
H -3.57260 0.00024 -5.90538
H -4.10321 0.14530 -4.22716
H -1.22242 -0.07890 -5.21505
H -1.99735 1.31853 -4.46357
C 0.04832 -1.45986 1.39265
C -0.39532 -0.71942 2.55089
H 1.12564 -1.21810 1.11190
C -1.76899 -1.18618 3.13666
H 0.32783 -1.04971 3.33578
C -1.67179 -2.67886 3.43123
H -1.95468 -0.62011 4.05936
H -2.55911 -0.96536 2.40449
C -1.36381 -3.47690 2.17123
H -0.88067 -2.84999 4.17295
H -2.59613 -3.04340 3.88510
C -0.13970 -2.94090 1.41268
H -1.19408 -4.53066 2.43619
H -2.24444 -3.45682 1.51219
H 0.75720 -3.32072 1.92292
H -0.09557 -3.38054 0.40991
C 4.49079 1.54996 0.23660
C 3.43019 0.96658 1.13579
O 2.14893 0.99640 0.60628
C 3.83720 -0.51118 1.44780
F 5.12956 -0.63841 1.85076
F 3.05732 -1.10483 2.40132
F 3.69899 -1.27142 0.31356
C 3.45015 1.77901 2.48024
F 4.71009 1.93351 2.99317
F 2.95214 3.03216 2.24838
F 2.69582 1.22842 3.46649
H 4.58554 0.94410 -0.67256
H 5.44927 1.56386 0.76356
H 4.20867 2.57028 -0.04591
```

---

Record 2
Density functional theory data (the ωB97M-V functional and the def2-TZVPD basis) for the molecule C2H2N2OS2.

Properties
- SMILES: O=C1SN=CNS1
- Energy relative to the best compared isomer or geometry (same formula, charge and spin): 2.67 kcal/mol
- Kohn-Sham gap: 9.2 eV
- Energy: -1058.509408 Eh

```
9
C2H2N2OS2, DFT the ωB97M-V functional and the def2-TZVPD basis
C -1.75572 -0.21090 -0.03990
C 1.33874 -0.21818 -0.11472
H 1.17555 1.64325 0.74020
H 2.40022 -0.09256 -0.24132
N 0.63592 0.86496 0.37700
N 0.82056 -1.35118 -0.40385
O -2.95829 -0.23548 0.01934
S -0.86728 1.30607 -0.32377
S -0.78969 -1.70600 -0.01297
```

---

Record 3
Density functional theory data (the ωB97M-V functional and the def2-TZVPD basis) for a structure of composition C15H24ClF8NO13S2Y.

Properties
- Energy relative to the best compared isomer or geometry (same formula, charge and spin): 0.00 kcal/mol
- Kohn-Sham gap: 8.1 eV
- Energy: -3712.876618 Eh
- Net charge: -1

```
65
C15H24ClF8NO13S2Y, DFT the ωB97M-V functional and the def2-TZVPD basis
Y -0.56516 1.66404 0.99566
C 0.91244 0.32528 3.72925
O -0.05376 -0.55034 3.21148
O 0.68891 1.48043 2.96159
C 0.93095 0.39900 5.22415
F -0.21594 0.72833 5.82560
F 1.40575 -0.80072 5.66763
F 1.77479 1.29254 5.74292
C 0.14940 -1.97247 3.26875
C -0.72748 -2.73631 4.32281
H -0.08884 -3.11273 5.12191
H -1.50838 -2.06308 4.67643
H -1.32099 -3.56959 3.94664
H 1.18639 -2.30813 3.26017
H -0.23622 -2.34819 2.32101
H 1.88759 -0.10405 3.49937
C 2.22879 1.91051 -1.31185
O 1.52290 1.13317 -2.31603
O 1.30894 2.13150 -0.31704
C 3.70863 1.37202 -1.11350
F 3.73757 0.01186 -1.21756
F 4.47414 1.94688 -2.07198
F 4.32486 1.74678 0.01690
C 2.15921 1.02326 -3.54795
C 1.20078 0.29292 -4.52457
H 0.23021 0.77979 -4.61963
H 1.68208 0.40878 -5.49566
H 1.07161 -0.73919 -4.19873
H 3.02165 0.35688 -3.56312
H 2.41667 1.97960 -4.00318
H 2.32989 2.86435 -1.82959
Cl -1.19024 4.32053 1.33750
N -2.43528 0.65060 1.65788
S -3.60798 -0.37869 1.31081
O -4.87878 0.15721 0.87528
O -3.58632 -1.67039 1.98470
F -2.97050 -0.88283 -0.07390
S -3.10792 0.76181 3.25602
O -2.82915 -0.22149 4.20832
O -4.33784 1.47060 3.33181
F -2.13596 1.95068 3.73542
O -1.48738 1.52627 -1.18148
C -1.85475 2.01732 -2.21543
O -2.50072 1.46576 -3.21973
C -3.12175 0.15851 -3.15015
C -2.18676 -0.99612 -3.52650
C -1.44126 3.44133 -2.54597
H -3.91214 0.27362 -3.89185
H -3.74762 -0.03115 -2.27814
H -1.43792 -1.13713 -2.74711
H -1.59894 -0.55892 -4.33360
H -2.65462 -1.96056 -3.72420
H -1.07857 3.93202 -1.64276
H -2.19637 4.01958 -3.07842
H -0.54438 3.47836 -3.16432
C 2.64465 -3.07040 0.18452
C 2.45813 -2.90858 -1.35226
O 1.35922 -1.95558 -1.42954
C 1.08056 -1.47758 -0.14029
O 0.23912 -0.58245 0.11760
O 1.88671 -2.08427 0.78007
H 3.71057 -2.94702 0.37609
H 2.34549 -4.05684 0.53885
H 2.19154 -3.85284 -1.82702
H 3.28979 -2.39450 -1.83409
```

---

Record 4
Density functional theory data (the ωB97M-V functional and the def2-TZVPD basis) for a cluster of 4 separate species, C3H14O4 in total.

Properties
- SMILES: CC(C)O.O.O.O
- Energy relative to the best compared isomer or geometry (same formula, charge and spin): 10.69 kcal/mol
- Kohn-Sham gap: 10.9 eV
- Energy: -423.651514 Eh

```
21
C3H14O4, DFT the ωB97M-V functional and the def2-TZVPD basis
C 0.20390 0.85175 1.92494
C -0.19091 -0.57221 1.59750
C 0.92063 -1.42027 1.00893
O -1.23705 -0.55243 0.57797
H -0.67329 1.50233 1.91027
H 0.87022 1.29065 1.18252
H 0.69202 0.87107 2.90001
H -0.64836 -1.03862 2.47063
H 0.93166 -2.39900 1.48331
H 1.89248 -0.94295 1.08668
H 0.70357 -1.57277 -0.04606
H -2.03912 -0.16486 0.95828
H 1.32912 1.35520 -1.32055
H 2.73846 1.82605 -1.21612
O 2.20840 1.07942 -1.01305
H -2.20869 -1.36931 -2.80058
H -1.81118 -1.47188 -1.29975
O -1.52865 -1.19306 -2.16637
H -1.04474 1.86576 -2.87596
H -0.76875 0.61686 -2.02544
O -0.33972 1.43827 -2.33718
```

---

Record 5
Density functional theory data (the ωB97M-V functional and the def2-TZVPD basis) for a structure of composition C15H15F3IrN6O8S.

Properties
- Energy relative to the best compared isomer or geometry (same formula, charge and spin): 106.07 kcal/mol
- Kohn-Sham gap (spin up / spin down): 5.6 / 6.2 eV
- Energy: -2312.950063 Eh
- Spin multiplicity: 2

```
49
C15H15F3IrN6O8S, DFT the ωB97M-V functional and the def2-TZVPD basis
Ir 0.96402 -0.68850 -1.44709
N -1.52248 3.91190 4.07561
C -1.55558 3.47580 2.78721
C -0.48648 3.74210 1.91711
C -0.51198 3.27940 0.61871
C -1.61568 2.56860 0.18181
C -2.66428 2.25870 1.03071
C -2.64318 2.71570 2.32901
S -1.69068 1.93050 -1.47369
O -0.81328 2.66060 -2.32879
O -3.05818 1.76920 -1.87049
N -1.01018 0.44110 -1.19339
C -1.75098 -0.63520 -1.07249
N -3.04028 -0.64080 -0.73389
C -3.68798 -1.77930 -0.73389
C -3.08298 -2.99320 -1.03869
C -1.72038 -2.93100 -1.30489
N -1.07918 -1.78970 -1.31639
H -0.83428 4.58510 4.35971
H -2.34388 3.81200 4.64441
H 0.35022 4.32050 2.27901
H 0.28932 3.47440 -0.07599
H -3.48508 1.68410 0.63381
H -3.46238 2.50420 2.99931
H -4.73298 -1.72150 -0.45729
H -3.61798 -3.92730 -1.04069
H -1.15118 -3.82280 -1.52899
N 2.55892 -0.40370 2.54121
C 2.30772 -0.14680 1.25151
O 1.15462 -0.02310 0.84181
C 3.50832 0.05830 0.34971
C 3.35282 -0.69690 -0.93979
H 1.78812 -0.60260 3.16071
H 3.49352 -0.59640 2.85731
H 4.42482 -0.24940 0.86621
H 3.55272 1.13090 0.14511
H 3.56692 -1.75370 -0.86449
H 3.77862 -0.21600 -1.80919
O 1.54352 2.41550 -3.86989
N 1.35592 1.50900 -3.12409
O 1.73622 1.54150 -1.93239
O 0.81902 0.43870 -3.49439
F 1.62082 -5.36410 0.45921
C 1.64852 -4.98120 -0.82269
F 2.78782 -5.44340 -1.34449
F 0.63712 -5.62270 -1.43419
C 1.48662 -3.43470 -0.98289
O 1.29602 -2.77790 0.04361
O 1.53902 -2.98590 -2.13779
```

---

Record 6
Density functional theory data (the ωB97M-V functional and the def2-TZVPD basis) for a cluster of 3 separate species, C32H75N7O4P2 in total.

Properties
- SMILES: CCCCCCCCCCCCCC[C@H]1CC[C@H](C(=O)[O-])[NH2+]C1.CN(C)P(=O)(N(C)C)N(C)C.CN(C)P(=O)(N(C)C)N(C)C
- Kohn-Sham gap: 8.4 eV
- Energy: -2631.181658 Eh

```
120
C32H75N7O4P2, DFT the ωB97M-V functional and the def2-TZVPD basis
C -6.41898 2.84349 4.80088
C -5.63344 3.67905 3.78928
C -5.44205 2.97128 2.43264
C -4.00793 3.18461 1.92551
C -3.74031 2.46982 0.61046
C -2.39892 2.86571 -0.06869
C -1.34982 3.47661 0.85323
C 0.03755 3.54545 0.17408
C 1.14861 3.64887 1.23468
C 1.95801 2.35218 1.35400
C 1.12174 1.11489 1.72103
C 1.34370 0.59626 3.14116
C 0.51536 1.31612 4.23115
C -0.28478 0.38757 5.14010
C -1.67061 -0.06937 4.62610
C -1.88566 0.00556 3.10049
C -3.23946 -0.69154 2.81511
C -2.97001 -2.18098 2.91682
C -4.18795 -3.12152 3.02949
O -3.85159 -4.31688 3.22262
O -5.31169 -2.61503 2.92483
N -2.01329 -2.48905 4.02595
C -2.05575 -1.48006 5.11647
H -7.33814 2.46076 4.36377
H -6.64327 3.45572 5.67457
H -5.78423 2.03014 5.15055
H -4.63715 3.84353 4.20918
H -6.05996 4.66910 3.62707
H -6.15986 3.36745 1.71397
H -5.60427 1.89743 2.55376
H -3.35917 2.81814 2.72240
H -3.88484 4.26316 1.80489
H -3.71319 1.38707 0.75450
H -4.55635 2.66280 -0.08632
H -1.95042 2.01378 -0.57608
H -2.65435 3.63664 -0.80000
H -1.60310 4.49211 1.15719
H -1.23527 2.87670 1.75939
H 0.18002 2.66850 -0.45665
H 0.06041 4.47495 -0.39440
H 0.72176 3.88380 2.21411
H 1.84031 4.46143 1.00622
H 2.72966 2.51682 2.11111
H 2.47678 2.18692 0.40864
H 1.43460 0.30967 1.05372
H 0.06261 1.26557 1.52314
H 1.01474 -0.45012 3.12338
H 2.40469 0.55404 3.38617
H 1.21717 1.84827 4.87672
H -0.09853 2.08963 3.76818
H 0.32282 -0.48357 5.40296
H -0.45934 0.91426 6.08044
H -2.41885 0.60118 5.05331
H -1.12947 -0.60550 2.59989
H -1.88584 1.02497 2.72870
H -3.60177 -0.44925 1.82376
H -3.94445 -0.36175 3.57767
H -2.45079 -2.45212 1.99582
H -1.07037 -2.55157 3.65149
H -2.29240 -3.41809 4.37976
H -1.40868 -1.81590 5.92517
H -3.06881 -1.48349 5.51074
O 3.32627 -1.42757 -1.36685
P 4.24006 -2.57656 -1.12477
N 3.93126 -3.62485 -2.41984
C 4.13866 -5.05637 -2.38738
C 4.29430 -3.06926 -3.71646
N 3.55364 -3.23324 0.33417
C 2.43694 -4.16497 0.24618
C 3.25483 -2.16995 1.28342
N 5.87145 -3.07295 -0.75756
C 6.15311 -3.97500 0.34933
C 6.81990 -1.94274 -0.73633
H 5.19965 -5.33901 -2.45910
H 3.61477 -5.50770 -3.23229
H 3.72356 -5.51203 -1.49536
H 5.37889 -3.11876 -3.89567
H 3.98333 -2.02621 -3.78301
H 3.78623 -3.61197 -4.51510
H 1.66976 -3.85201 -0.47365
H 1.96475 -4.26253 1.22548
H 2.77249 -5.16768 -0.01265
H 2.32477 -1.64776 1.03372
H 4.05504 -1.42622 1.30556
H 3.16723 -2.58282 2.29237
H 5.97456 -3.53216 1.33331
H 7.20915 -4.25003 0.28039
H 5.57940 -4.89450 0.27040
H 6.67768 -1.29686 0.13859
H 6.69303 -1.32860 -1.63101
H 7.84763 -2.30667 -0.73439
O -0.70948 1.13771 -2.82856
P -0.55716 0.76431 -4.26017
N -0.21683 -0.89453 -4.21169
C 0.51864 -1.61570 -5.22642
C -1.31311 -1.69828 -3.68794
N 0.88769 1.63996 -4.66615
C 2.18854 1.04206 -4.38238
C 0.83439 3.00439 -4.15238
N -1.24402 0.85490 -5.86238
C -0.45820 1.32973 -6.99122
C -2.57621 1.48869 -5.87715
H -0.07302 -1.80253 -6.13571
H 0.82243 -2.58265 -4.81964
H 1.43255 -1.10677 -5.51166
H -2.10406 -1.85301 -4.43720
H -1.75708 -1.21520 -2.81748
H -0.94533 -2.67362 -3.36611
H 2.24582 0.57692 -3.39006
H 2.96221 1.80938 -4.44323
H 2.45765 0.29980 -5.13253
H 1.06412 3.05817 -3.08234
H -0.15879 3.43652 -4.29722
H 1.54612 3.62837 -4.69834
H -0.21557 2.39500 -6.94089
H -1.05020 1.15195 -7.89348
H 0.46441 0.76589 -7.09963
H -2.52488 2.56880 -5.69353
H -3.21121 1.04673 -5.10564
H -3.06721 1.32374 -6.83666
```

---

Record 7
Density functional theory data (the ωB97M-V functional and the def2-TZVPD basis) for a structure of composition C40H42AsF6N2O4PPdS2.

Properties
- Energy relative to the best compared isomer or geometry (same formula, charge and spin): 0.00 kcal/mol
- Kohn-Sham gap (spin up / spin down): 8.4 / 6.3 eV
- Energy: -6060.475092 Eh
- Spin multiplicity: 3

```
99
C40H42AsF6N2O4PPdS2, DFT the ωB97M-V functional and the def2-TZVPD basis
Pd -1.02250 -0.57525 0.93539
F -3.66025 -5.19701 -0.21920
C -3.03537 -4.53548 -1.18466
F -2.36296 -5.39898 -1.94010
F -3.94066 -3.91463 -1.94177
S -1.90290 -3.26404 -0.48844
O -2.72784 -2.43532 0.37239
O -1.30617 -2.61130 -1.62122
N -0.93412 -4.21300 0.30765
S -0.02273 -3.59187 1.42467
O 0.86818 -2.56168 0.92556
O -0.68598 -3.29051 2.66347
C 1.03706 -5.05697 1.76916
F 0.30463 -6.07254 2.20949
F 1.91667 -4.71537 2.71173
F 1.70201 -5.44078 0.68317
C 1.13229 -0.03841 -1.70690
C 2.41347 -0.44714 -0.99792
As 3.66299 -1.52730 -2.08403
C 2.33926 -2.71855 -2.88810
C 1.58875 -2.42935 -4.02502
C 0.62871 -3.32384 -4.47700
C 0.39983 -4.50891 -3.79213
C 1.13695 -4.80176 -2.65532
C 2.10790 -3.91407 -2.21338
C 3.94470 -0.27639 -3.56067
C 3.90914 1.10312 -3.37885
C 4.20832 1.96662 -4.42525
C 4.55197 1.46107 -5.66970
C 4.60414 0.08658 -5.85927
C 4.30874 -0.77267 -4.81153
P -0.02312 0.84708 -0.59609
C -1.24196 1.53939 -1.75676
C -1.58265 2.88790 -1.79255
C -2.58936 3.33330 -2.63972
C -3.25943 2.43621 -3.45678
C -2.92495 1.08798 -3.42378
C -1.92716 0.63748 -2.57519
C 0.94229 2.27574 -0.02594
C 1.58386 3.12250 -0.93191
C 2.36612 4.17013 -0.47574
C 2.51443 4.38359 0.89070
C 1.88129 3.54760 1.79632
C 1.09908 2.49429 1.33798
H 0.59222 -0.92259 -2.05390
H 1.33133 0.59075 -2.57901
H 2.19070 -1.06174 -0.12562
H 2.97122 0.42159 -0.63965
H 1.74735 -1.50159 -4.56167
H 0.04953 -3.08777 -5.36122
H -0.36038 -5.19754 -4.13805
H 0.95316 -5.71647 -2.10636
H 2.68508 -4.15050 -1.32701
H 3.65034 1.52172 -2.41293
H 4.17354 3.03736 -4.26489
H 4.78260 2.13273 -6.48645
H 4.87788 -0.31804 -6.82546
H 4.35389 -1.84402 -4.97318
H -1.06534 3.59805 -1.15925
H -2.84748 4.38448 -2.65928
H -4.04357 2.78454 -4.11653
H -3.44994 0.38155 -4.05371
H -1.69839 -0.42173 -2.52999
H 1.46701 2.96298 -1.99845
H 2.86224 4.82171 -1.18366
H 3.12774 5.20201 1.24517
H 1.99863 3.70698 2.86062
H 0.61400 1.82864 2.04131
C 1.57511 -1.07768 5.17988
C 0.49762 -0.05217 4.95932
C 0.23413 0.94402 5.90068
C -0.78919 1.87756 5.71329
C -1.05509 2.94034 6.74690
C -1.56652 1.81152 4.57508
C -1.33182 0.82394 3.58084
C -0.26984 -0.09100 3.81584
N -1.99165 0.69267 2.40807
C -3.26271 1.37956 2.10213
C -3.82653 0.74961 0.82658
C -4.30818 1.16412 3.20575
C -2.98808 2.86246 1.81636
H 2.28444 -0.75039 5.93921
H 2.11939 -1.27589 4.25660
H 1.13808 -2.02307 5.50620
H 0.84050 0.99935 6.79816
H -0.24457 2.99761 7.47184
H -1.97634 2.72784 7.29228
H -1.16625 3.92101 6.28308
H -2.33157 2.55755 4.43792
H -0.07596 -0.86967 3.08503
H -3.96512 -0.32484 0.94968
H -3.16739 0.91753 -0.02493
H -4.79338 1.20045 0.59679
H -4.43783 0.09536 3.38329
H -5.26306 1.56587 2.86495
H -4.06656 1.63807 4.15232
H -2.20571 2.95229 1.06041
H -2.67736 3.42445 2.69454
H -3.89462 3.32094 1.41834
```